Record 1
{"formula": "C6H9N", "method": "ωB97M-V/def2-TZVPD", "de_lowest_kj_mol": 410.1, "smiles": "C[C@]12[C@@H]3CN1C[C@@H]32", "homo_lumo_gap_ev": 10.172, "species": ["C", "C", "C", "C", "N", "C", "C", "H", "H", "H", "H", "H", "H", "H", "H", "H"], "coordinates": [[-0.21, -0.93, 1.78], [-0.15, -0.32, 0.42], [-0.10, -0.74, -1.02], [-1.19, 0.27, -1.30], [-0.78, 1.00, -0.06], [0.82, 1.47, -0.30], [1.07, 0.01, -0.36], [-1.18, -1.35, 2.06], [0.07, -0.18, 2.52], [0.54, -1.73, 1.83], [0.07, -1.73, -1.43], [-1.17, 0.93, -2.17], [-2.17, -0.23, -1.24], [0.87, 1.96, 0.67], [1.48, 2.08, -0.99], [2.02, -0.51, -0.41]]}

---

Record 2
{"formula": "C27H35BrN4P2Pd", "method": "ωB97M-V/def2-TZVPD", "s2": 6.027, "total_charge": 2, "multiplicity": 5, "homo_lumo_gap_ev": [6.681, 3.321], "species": ["Pd", "C", "C", "C", "C", "C", "C", "C", "C", "C", "H", "H", "H", "H", "H", "H", "H", "H", "H", "H", "H", "H", "H", "H", "H", "P", "P", "N", "N", "N", "N", "C", "C", "C", "C", "C", "C", "C", "C", "C", "C", "C", "C", "C", "C", "C", "C", "C", "C", "H", "H", "H", "H", "H", "H", "H", "H", "H", "H", "H", "H", "H", "H", "H", "H", "H", "H", "H", "H", "Br"], "coordinates": [[4.69, 0.24, 1.51], [3.97, -3.39, -1.14], [3.37, -2.19, -1.38], [2.00, -1.73, -1.05], [1.55, -1.31, 0.35], [2.20, -1.83, 1.57], [2.55, -3.10, 1.75], [2.27, -4.17, 0.75], [3.44, -4.45, -0.23], [5.43, -1.76, 2.19], [4.94, -3.59, -1.63], [4.04, -1.38, -1.62], [1.30, -2.49, -1.42], [1.92, -0.78, -1.60], [1.52, -0.22, 0.44], [0.48, -1.59, 0.41], [2.30, -1.10, 2.38], [3.01, -3.45, 2.69], [1.38, -3.96, 0.13], [2.11, -5.13, 1.29], [4.30, -4.85, 0.33], [3.12, -5.30, -0.86], [5.58, -2.73, 1.63], [4.92, -2.04, 3.11], [6.43, -1.34, 2.44], [-1.23, 1.18, 1.49], [-0.49, 1.55, -1.88], [-2.20, 0.11, 2.46], [-1.78, 2.78, 2.32], [-1.37, 0.13, -2.51], [-0.57, 2.53, -3.32], [-2.52, 1.36, 0.17], [-2.02, 2.22, -1.02], [-1.59, -0.85, 3.28], [-2.61, -1.51, 3.97], [-3.86, -0.87, 3.61], [-3.58, 0.11, 2.69], [-0.89, 3.62, 2.98], [-1.60, 4.68, 3.54], [-2.99, 4.44, 3.31], [-3.07, 3.28, 2.52], [-0.81, -1.15, -2.48], [-1.73, -2.07, -2.97], [-2.88, -1.32, -3.37], [-2.65, 0.02, -3.06], [-1.46, 2.57, -4.41], [-1.09, 3.63, -5.23], [0.05, 4.26, -4.63], [0.34, 3.61, -3.45], [-3.35, 1.94, 0.60], [-2.91, 0.39, -0.19], [-2.79, 2.23, -1.82], [-1.76, 3.26, -0.72], [-0.53, -0.98, 3.27], [-2.50, -2.34, 4.63], [-4.83, -1.11, 4.00], [-4.25, 0.81, 2.16], [0.16, 3.37, 3.05], [-1.19, 5.54, 4.07], [-3.84, 4.98, 3.69], [-3.95, 2.79, 2.14], [0.22, -1.30, -2.25], [-1.62, -3.14, -3.02], [-3.78, -1.69, -3.86], [-3.24, 0.90, -3.28], [-2.27, 1.85, -4.53], [-1.58, 3.88, -6.16], [0.57, 5.11, -5.05], [1.11, 3.77, -2.70], [6.07, -0.94, -0.07]]}

---

Record 3
{"formula": "C4H5NO", "method": "ωB97M-V/def2-TZVPD", "de_lowest_kj_mol": 63.3, "smiles": "Oc1ccc[nH]1", "homo_lumo_gap_ev": 8.909, "species": ["O", "C", "C", "C", "C", "N", "H", "H", "H", "H", "H"], "coordinates": [[-1.39, -1.62, -0.63], [-0.46, -0.78, -0.07], [-0.69, 0.17, 0.88], [0.40, 1.09, 0.79], [1.25, 0.61, -0.17], [0.72, -0.53, -0.70], [-2.06, -1.01, -0.99], [-1.56, 0.18, 1.52], [0.45, 2.07, 1.25], [2.16, 1.02, -0.59], [1.18, -1.20, -1.30]]}

---

Record 4
{"formula": "C5H8ClOPS", "method": "ωB97M-V/def2-TZVPD", "de_lowest_kj_mol": 156.6, "smiles": "CC(=O)/C=C(/C)[P@H](=S)Cl", "homo_lumo_gap_ev": 9.619, "species": ["C", "C", "C", "C", "C", "O", "P", "S", "Cl", "H", "H", "H", "H", "H", "H", "H", "H"], "coordinates": [[-0.89, -0.03, -0.22], [0.04, -0.62, 0.47], [-1.19, 1.49, -0.36], [0.11, -2.16, 0.57], [-0.24, 2.40, -1.10], [-2.11, 1.94, 0.26], [1.46, 0.14, 1.41], [3.14, -0.38, 0.59], [1.20, -0.29, 3.38], [-1.63, -0.48, -0.94], [1.16, 1.44, 1.51], [-0.49, -2.49, -0.18], [-0.34, -2.49, 1.43], [1.19, -2.46, 0.55], [-0.18, 3.34, -0.49], [-0.61, 2.74, -2.10], [0.69, 1.79, -1.28]]}

---

Record 5
{"formula": "C21H14Cl3MnN3O7S2Si", "method": "ωB97M-V/def2-TZVPD", "de_lowest_kj_mol": 3.2, "s2": 9.137, "total_charge": -2, "multiplicity": 6, "homo_lumo_gap_ev": [5.612, 7.865], "species": ["Mn", "O", "C", "C", "C", "C", "C", "C", "C", "O", "N", "N", "C", "C", "C", "C", "C", "C", "C", "O", "H", "H", "H", "H", "H", "H", "H", "H", "H", "H", "Cl", "Si", "Cl", "Cl", "O", "O", "O", "S", "O", "N", "C", "S", "C", "C", "C", "C", "C", "C", "H", "H", "H", "H"], "coordinates": [[-1.31, 0.07, -1.30], [2.43, 2.41, 2.96], [1.44, 3.31, 2.90], [1.29, 4.20, 3.97], [0.32, 5.18, 3.96], [-0.52, 5.32, 2.86], [-0.40, 4.44, 1.81], [0.55, 3.42, 1.82], [0.54, 2.45, 0.70], [0.87, 1.16, 1.00], [0.15, 2.81, -0.45], [-0.01, 1.81, -1.42], [0.31, 2.23, -2.59], [0.28, 1.51, -3.83], [0.60, 2.24, -4.99], [0.66, 1.66, -6.23], [0.41, 0.28, -6.33], [0.11, -0.47, -5.23], [0.02, 0.11, -3.93], [-0.26, -0.62, -2.91], [2.97, 2.48, 2.09], [1.98, 4.10, 4.80], [0.23, 5.86, 4.80], [-1.28, 6.09, 2.84], [-1.07, 4.50, 0.96], [0.68, 3.26, -2.64], [0.81, 3.30, -4.88], [0.91, 2.24, -7.11], [0.46, -0.20, -7.30], [-0.08, -1.53, -5.30], [0.48, -0.54, 3.53], [-0.10, 0.04, 1.69], [-1.97, 0.86, 1.74], [4.02, 2.62, 0.52], [-2.95, 0.85, -1.81], [-3.11, -0.49, -1.49], [-3.78, -4.40, 1.81], [-2.55, -3.91, 2.41], [-2.58, -3.77, 3.85], [-2.03, -2.55, 1.68], [-0.87, -2.80, 1.06], [0.02, -1.52, 0.24], [-0.32, -4.11, 1.15], [0.87, -4.68, 0.66], [1.13, -6.01, 0.92], [0.25, -6.80, 1.68], [-0.92, -6.25, 2.18], [-1.19, -4.92, 1.91], [1.56, -4.08, 0.07], [2.05, -6.45, 0.54], [0.49, -7.84, 1.87], [-1.61, -6.84, 2.77]]}

---

Record 6
{"formula": "C3H15NO3", "method": "ωB97M-V/def2-TZVPD", "de_lowest_kj_mol": 44.8, "s2": 0.750, "total_charge": -1, "multiplicity": 2, "homo_lumo_gap_ev": [2.891, 9.874], "species": ["C", "C", "C", "N", "H", "H", "H", "H", "H", "H", "H", "H", "H", "H", "H", "O", "H", "H", "O", "H", "H", "O"], "coordinates": [[-0.66, -0.39, 1.34], [0.51, -1.10, 2.07], [0.81, -2.49, 1.45], [-0.27, 0.14, 0.01], [-1.01, 0.40, 1.95], [-1.42, -1.17, 1.24], [0.18, -1.15, 3.10], [1.39, -0.52, 1.85], [1.79, -2.51, 1.00], [0.01, -2.81, 0.78], [0.86, -3.25, 2.24], [0.65, 0.57, 0.07], [-0.92, 0.92, -0.08], [1.75, 2.47, -2.06], [1.06, 1.17, -2.09], [0.84, 2.13, -2.05], [0.32, -1.79, -2.66], [-0.36, -1.33, -1.33], [0.15, -2.05, -1.76], [-1.27, 2.79, -1.13], [-1.68, 3.99, -0.34], [-1.43, 3.07, -0.21]]}

---

Record 7
{"formula": "C2HNO5", "method": "ωB97M-V/def2-TZVPD", "de_lowest_kj_mol": 17.7, "smiles": "O=c1oc(=O)n(O)o1", "homo_lumo_gap_ev": 11.433, "species": ["C", "C", "H", "N", "O", "O", "O", "O", "O"], "coordinates": [[1.37, -0.07, 0.02], [-0.72, 0.77, -0.09], [-1.53, -1.31, 1.17], [-0.76, -0.61, -0.46], [-1.70, -1.32, 0.20], [0.55, -1.12, -0.15], [2.55, 0.00, 0.22], [0.61, 1.12, -0.09], [-1.65, 1.49, 0.13]]}

---

Record 8
{"formula": "C3H4O3", "method": "ωB97M-V/def2-TZVPD", "de_lowest_kj_mol": 37.2, "smiles": "O=C1OCCO1", "homo_lumo_gap_ev": 11.862, "species": ["O", "C", "O", "C", "C", "O", "H", "H", "H", "H"], "coordinates": [[2.70, 0.08, -0.15], [1.51, 0.04, -0.09], [0.69, 1.08, -0.36], [-0.65, 0.74, -0.03], [-0.61, -0.78, 0.11], [0.78, -1.05, 0.25], [-0.93, 1.25, 0.90], [-1.31, 1.08, -0.84], [-1.13, -1.14, 1.00], [-0.98, -1.30, -0.77]]}

---

Record 9
{"formula": "C27H47FO7", "method": "ωB97M-V/def2-TZVPD", "de_lowest_kj_mol": 841.9, "smiles": "CCC[C@H](C)C1=C([C@@H](C)F)C(=O)OC1=O.C1CCOC1.C1CCOC1.C1CCOC1.C1CCOC1", "homo_lumo_gap_ev": 8.059, "species": ["C", "C", "C", "C", "C", "C", "C", "C", "C", "F", "C", "O", "O", "C", "O", "H", "H", "H", "H", "H", "H", "H", "H", "H", "H", "H", "H", "H", "H", "H", "C", "C", "C", "O", "C", "H", "H", "H", "H", "H", "H", "H", "H", "C", "C", "C", "O", "C", "H", "H", "H", "H", "H", "H", "H", "H", "C", "C", "C", "O", "C", "H", "H", "H", "H", "H", "H", "H", "H", "C", "C", "C", "O", "C", "H", "H", "H", "H", "H", "H", "H", "H"], "coordinates": [[1.19, -1.74, 0.94], [0.99, -0.11, 1.11], [0.62, 0.63, -0.29], [1.74, 1.66, -0.79], [1.40, 2.06, -2.39], [3.31, 1.29, -0.83], [4.37, 1.60, 0.21], [4.26, 2.15, 1.71], [2.96, 3.02, 2.14], [4.22, 0.89, 2.57], [5.76, 1.43, -0.70], [6.56, 2.49, -0.96], [5.61, 0.22, -1.48], [4.21, 0.35, -1.89], [3.76, -0.66, -2.64], [2.07, -1.92, 0.18], [1.53, -2.14, 1.99], [0.22, -2.30, 0.59], [0.08, 0.07, 1.85], [1.95, 0.41, 1.54], [0.34, -0.11, -1.15], [-0.36, 1.27, -0.09], [1.59, 2.69, -0.25], [2.36, 1.95, -3.06], [0.52, 1.42, -2.80], [1.07, 3.19, -2.48], [5.27, 2.65, 2.03], [2.74, 3.83, 1.33], [1.99, 2.41, 2.41], [3.27, 3.60, 3.13], [6.78, -0.66, 6.45], [5.83, -0.36, 5.32], [5.73, -1.70, 4.62], [5.91, -2.71, 5.63], [6.38, -2.07, 6.82], [6.70, 0.04, 7.28], [7.81, -0.65, 6.08], [4.85, -0.08, 5.72], [6.17, 0.44, 4.65], [6.52, -1.83, 3.88], [4.76, -1.85, 4.13], [5.56, -2.08, 7.55], [7.22, -2.65, 7.24], [-4.79, 1.09, -0.90], [-3.96, -0.06, -0.38], [-2.93, -0.23, -1.47], [-2.72, 1.07, -2.05], [-3.74, 1.95, -1.57], [-5.34, 1.62, -0.12], [-5.50, 0.72, -1.64], [-3.47, 0.23, 0.56], [-4.54, -0.97, -0.20], [-3.29, -0.89, -2.27], [-1.98, -0.62, -1.10], [-3.28, 2.64, -0.85], [-4.15, 2.53, -2.40], [-0.65, 0.51, -7.40], [-1.70, -0.08, -6.49], [-1.27, 0.43, -5.13], [-0.63, 1.69, -5.34], [-0.40, 1.86, -6.75], [-0.96, 0.59, -8.44], [0.26, -0.10, -7.36], [-2.68, 0.32, -6.75], [-1.76, -1.17, -6.54], [-0.54, -0.24, -4.67], [-2.11, 0.55, -4.44], [-1.10, 2.61, -7.12], [0.62, 2.22, -6.92], [-8.14, -2.26, 1.78], [-7.31, -3.41, 2.30], [-6.28, -3.57, 1.21], [-6.07, -2.28, 0.63], [-7.09, -1.39, 1.11], [-8.69, -1.73, 2.56], [-8.85, -2.62, 1.04], [-6.82, -3.12, 3.24], [-7.89, -4.32, 2.48], [-6.64, -4.23, 0.41], [-5.33, -3.97, 1.58], [-6.63, -0.70, 1.83], [-7.50, -0.81, 0.28]]}

---

Record 10
{"formula": "C4H7BiO3", "method": "ωB97M-V/def2-TZVPD", "de_lowest_kj_mol": 407.8, "total_charge": 2, "homo_lumo_gap_ev": 7.813, "species": ["H", "O", "C", "C", "O", "C", "C", "O", "Bi", "H", "H", "H", "H", "H", "H"], "coordinates": [[2.20, -1.34, 0.78], [0.41, 0.92, -0.71], [1.57, 0.19, -0.65], [1.39, -0.61, 0.65], [0.19, -1.32, 0.35], [-0.62, -0.50, -0.46], [-1.80, -0.01, 0.40], [-2.05, 1.35, 0.28], [-0.63, 2.52, -0.09], [2.43, 0.87, -0.64], [1.24, 0.01, 1.54], [0.98, -0.76, -1.50], [-0.99, -0.45, -1.50], [-1.64, -0.27, 1.46], [-2.68, -0.60, 0.08]]}

---

Record 11
{"formula": "CH4BO5S", "method": "ωB97M-V/def2-TZVPD", "de_lowest_kj_mol": 143.6, "total_charge": -1, "smiles": "O=S(=O)([O-])CB(O)O", "homo_lumo_gap_ev": 7.553, "species": ["O", "S", "O", "O", "C", "B", "O", "O", "H", "H", "H", "H"], "coordinates": [[1.89, -0.31, 1.60], [1.71, 0.01, 0.13], [2.71, -0.86, -0.63], [2.04, 1.54, -0.22], [0.06, -0.52, -0.49], [-1.19, 0.16, 0.27], [-2.25, -0.71, 0.75], [-1.37, 1.55, 0.48], [-0.01, -1.64, -0.28], [0.02, -0.40, -1.61], [-2.89, -0.88, 0.04], [-0.73, 2.07, -0.04]]}

---

Record 12
{"formula": "C5H8ClN", "method": "ωB97M-V/def2-TZVPD", "de_lowest_kj_mol": 275.2, "smiles": "C[C@@H]1C=C(Cl)N1C", "homo_lumo_gap_ev": 9.659, "species": ["C", "C", "C", "C", "C", "N", "Cl", "H", "H", "H", "H", "H", "H", "H", "H"], "coordinates": [[-0.66, 1.32, -0.22], [0.67, 1.36, -0.42], [-0.76, -0.14, 0.05], [-1.56, -0.94, -0.92], [1.62, -0.37, 1.07], [0.76, -0.30, -0.12], [1.97, 2.30, -0.90], [-1.46, 2.04, -0.05], [-0.92, -0.37, 1.11], [-2.46, -0.39, -1.29], [-1.83, -1.98, -0.46], [-0.90, -1.21, -1.74], [1.06, -0.13, 2.02], [1.91, -1.45, 1.00], [2.57, 0.24, 0.87]]}

---

Short version: total energy = -288.6259, -4652.5547, -285.3905, -1470.2724, -5117.2535, -403.7194, -507.6877, -342.4418, -1683.1839, -596.0360, -839.8862, -710.1475 Ha, in the order given.